Entry 1:
The following is a quantum chemistry calculation of the molecule C4H3ClS2, from OMol25.

```
10
Properties=species:S:1:pos:R:3
S -0.30814 1.97261 2.46311
C -0.43262 0.92920 1.11393
C 0.23461 1.09665 -0.15892
C 0.39911 -0.13193 -0.76963
Cl 1.05318 0.13523 -2.34342
C -0.18347 -1.43562 -0.22834
S -1.15047 -0.68226 1.24457
H 0.45117 2.24888 -0.58492
H -0.80465 -2.01911 -0.95200
H 0.74127 -2.11365 0.21561
```

Energy relative to the best compared isomer or geometry (same formula, charge and spin) = 1.9 kJ/mol
Orbital gap = 7.70 eV
LUMO level = -1.019 eV
Calculated total energy = -1410.7135 a.u.
Total charge = 0
Multiplicity = 1

---

Entry 2:
The following is a quantum chemistry calculation of a structure of composition C4H3CsLiO6, from OMol25.

```
15
Properties=species:S:1:pos:R:3
O -0.13096 -3.51428 -0.96666
C -0.46648 -2.45565 -0.37859
O -0.38872 -2.26215 0.85747
O -0.97990 -1.49177 -1.19021
C -1.30942 -0.21321 -0.68709
O -0.51062 1.83500 0.12603
C 0.48617 2.59928 0.62655
C -0.22407 0.67663 -0.61321
O 1.68153 2.35506 0.33452
O 0.11927 3.59130 1.30393
H -2.02407 -0.23243 0.14238
H 0.37805 1.14183 -2.09413
Cs 0.52689 -6.29327 1.54270
Li 2.06742 3.99933 1.41960
H 0.77491 0.26431 -0.42329
```

Orbital gap (alpha / beta) = 1.59 / 1.48 eV
LUMO level (alpha / beta) = 0.985 / 0.979 eV
Calculated total energy = -633.2573 a.u.
Total charge = -1
Multiplicity = 1

---

Entry 3:
The following is a quantum chemistry calculation of a structure of composition C4H3CsO4, from OMol25.

```
12
Properties=species:S:1:pos:R:3
C 0.44381 1.10186 -0.33731
C -0.04253 0.15632 0.46109
H -0.49792 0.42106 1.42409
O 1.90155 2.26315 -1.38949
C 0.96849 1.38621 -1.60686
O 0.16215 1.61998 -2.65506
H 1.58840 2.06571 -0.05285
O -0.21619 -1.13208 0.12003
C -0.72574 -1.98006 1.16374
O -0.67194 -3.15977 0.83740
Cs -2.17883 -4.56955 4.38957
H -0.73124 1.82718 -2.35435
```

Energy relative to the best compared isomer or geometry (same formula, charge and spin) = 263.3 kJ/mol
Orbital gap = 4.37 eV
LUMO level = -1.578 eV
Calculated total energy = -475.0663 a.u.
Total charge = 0
Multiplicity = 1